Run a
116
Properties=species:S:1:pos:R:3 method="wB97M-V/def2-TZVPD" lumo_energy_ev=-0.101 homo_lumo_gap_ev=8.10 e_homo_ha=-0.301
C -2.64259 34.31252 -3.97418
N 4.24625 32.24722 -6.53256
H 4.58514 32.04297 -5.61955
C 1.63813 35.10271 -2.83695
H -1.27901 29.36889 -2.67692
N 2.52275 34.23599 -5.91862
H 2.03800 30.19669 -7.03022
N -0.53549 35.60425 -6.72488
H 7.31513 32.87076 -3.50016
N 2.55337 34.24344 -3.08614
H -0.70045 31.70734 -4.25751
H -1.85498 31.70790 -1.42477
H -1.22467 27.88010 -1.64163
H 0.51268 29.92887 -5.47606
H 1.41802 31.56373 -8.29855
H 1.20387 33.92617 -6.33443
N 2.92270 30.55748 -6.69304
C 1.13840 31.50135 -3.77917
H -0.83785 30.98926 -0.18440
H 1.64327 27.37688 -6.16133
H -0.26244 29.22959 -1.20215
H 2.22322 33.86304 -5.02250
H 0.13043 30.70677 -7.45941
H -3.34805 37.41010 -2.98709
C 2.52148 27.96420 -3.34086
N 2.29958 31.77763 -4.10847
C -1.23296 28.97823 -1.62809
C 6.97803 32.45934 -4.41959
C -2.85718 35.38019 -2.98716
H 1.05403 35.66315 -4.69741
O 3.06755 31.95801 -8.55378
C 4.90546 27.39319 -3.65071
C -0.26640 28.51881 -6.37643
C 3.47792 31.52224 -7.33029
H 3.45699 34.58441 -2.87340
N 0.39503 31.33717 -8.26791
O 0.79772 30.71185 -2.70400
H 3.02255 31.49110 -3.30395
N 1.63371 36.16308 -5.44587
H 0.89685 27.25553 -7.62456
H -2.03186 35.96821 -1.58772
H -1.15844 36.36540 -7.03196
H 0.17766 26.32450 -6.45289
H 4.47683 30.70745 1.33681
H -2.61927 32.50791 -5.67456
H 0.96662 32.36514 -10.65088
H -1.93830 27.58722 -7.27475
H -0.81256 28.44186 -5.41191
O -2.34757 28.77712 0.23382
H 2.38635 26.92137 -3.13245
H 5.27780 32.82265 -3.53035
O -2.26300 30.66097 -4.71118
C -2.58436 31.42209 -5.84647
H -1.86124 34.55756 -4.64984
H 3.59943 27.70665 -5.24562
H 4.05907 29.76712 -3.61619
H -2.14271 29.22288 -7.13280
H 4.74757 26.27518 -3.71123
H -2.37360 36.90708 -4.37355
N -0.01276 32.07455 -10.42222
N 0.21599 31.98833 -4.55753
H -4.01908 36.61145 -4.37976
H -3.15686 29.52596 -1.36380
C 3.52946 30.68798 -0.60268
H 4.96817 27.62249 -2.65624
H -1.02581 28.59364 -8.39833
N 0.49153 34.78293 -3.42020
O 3.29137 36.18406 -7.07828
O -1.87373 35.40211 -2.30129
C -3.14037 36.69548 -3.71243
H 5.79150 27.71647 -4.11588
H 7.53705 31.57077 -4.58295
O 3.87278 29.34993 -4.45501
H 0.20426 32.58528 -5.39647
C -0.72878 34.34264 -7.00753
H 4.78842 33.01567 -6.98774
C 0.62873 27.33203 -6.58829
H 1.54899 28.37949 -3.71788
O 3.88058 31.01464 -1.90973
H 3.29623 33.52846 -6.26844
H 1.67616 30.44648 -1.18188
H 5.30911 30.99624 -0.20696
O 5.58781 32.29239 -4.22034
H 0.09521 32.69589 -7.32588
H 0.28174 33.86648 -3.89109
H -0.83603 32.46100 -10.99456
H -3.64409 35.18191 -2.28566
O 1.80056 36.31797 -2.20561
H -2.51545 33.33057 -3.53278
O -1.79668 33.97194 -7.78117
H -2.49185 31.50886 0.31916
H -1.80200 31.37533 -6.60000
C -2.25801 29.61912 -0.73197
H -3.27207 28.60695 0.31563
C 2.51121 35.52310 -6.12553
C -1.85437 31.04221 -0.48345
H 1.87134 30.05635 0.50325
H 0.42979 35.86968 -6.35877
H 3.50245 30.05366 -5.94933
C -0.43814 31.53730 -9.30194
C -1.41035 28.53573 -7.39851
O 0.35754 29.59175 -6.36779
N 0.21952 33.49053 -6.64351
H 2.66243 31.73266 -5.06359
H -3.58715 31.22352 -6.22922
H -0.34576 35.27791 -3.14150
O -1.63629 31.05782 -9.09593
N 2.28467 30.44747 -0.35929
H 1.58854 37.11643 -5.59080
C 3.74291 28.15754 -4.23713
N 4.45677 30.84151 0.30233
H 2.51283 33.28979 -3.51132
H 2.65834 28.49283 -2.33765
H -2.70014 29.81359 -4.88329
H -3.55173 34.13358 -4.53671
H 7.25338 33.16599 -5.09777


Run b
116
Properties=species:S:1:pos:R:3 method="wB97M-V/def2-TZVPD" lumo_energy_ev=0.000 homo_lumo_gap_ev=8.41 e_homo_ha=-0.309
N -0.59096 0.88535 -0.74943
C 4.18604 -0.29465 -3.63143
H 2.33304 -2.80965 0.59057
H -0.65096 -3.67165 5.31257
H 0.50704 -0.00265 1.32557
H -6.09296 0.13535 1.66457
H -0.25496 0.34935 -3.68243
N -2.67696 2.34735 -3.44743
C 3.37404 -2.81665 0.80057
H -4.48596 -0.03065 -2.39943
N 0.60304 3.15535 -0.05843
C -2.76996 2.65935 2.86757
H -4.50796 -0.46265 1.14757
H -3.70996 2.35635 -3.48543
H 4.16104 0.96335 2.55857
H -3.93596 -0.92365 -1.06143
O -0.04596 3.51335 -2.29143
H 1.32804 0.30135 4.76457
C 2.39604 0.34235 4.80957
O 1.05004 -0.21865 -1.93443
H 2.68104 -1.18965 -4.54443
H 0.42604 -3.26965 -0.37043
H 0.19104 2.26435 -0.38843
H 3.36304 2.44835 2.23457
H 1.81004 -0.71565 0.38857
H -3.68696 2.49035 2.33957
N 0.91504 -0.22965 0.42557
N -0.33996 -3.59665 2.84557
H 0.64704 -0.38965 -5.63743
H -0.04596 -4.47565 3.25357
H -1.24196 2.76935 1.44057
C 0.45704 0.13135 -0.75443
C -3.41596 3.22935 -0.50143
H 2.73804 -0.56065 4.31157
H -0.94196 1.04935 -1.68443
H -0.32996 -1.91165 -3.63443
N -0.20196 -2.67965 0.21457
N -1.94796 -3.76265 -0.53743
H -3.63296 0.71735 -1.13743
H -2.67896 3.72935 3.15557
C 4.13804 -0.50865 0.23357
O -2.51596 0.21235 -4.44143
H -0.85696 1.03835 4.00957
O 0.84604 -0.98165 -4.91343
C -1.47596 -2.71565 0.10657
O 2.30004 2.65335 4.38457
H 2.44004 0.96735 2.24957
C -1.99196 1.31035 -3.82943
C -0.53896 1.73535 3.20457
H 3.92804 1.71535 4.76257
N -0.54396 -2.71865 4.85757
O -6.57496 -0.65265 -0.87043
H -2.90996 2.28935 3.86257
C 3.95604 -1.51465 1.30457
H -2.64096 3.66035 -1.13243
H -0.02196 -3.29765 -2.20343
H 2.31304 0.35235 -3.21543
H 0.34504 1.39235 2.70657
H -1.46496 -4.61265 -0.82843
N 0.64204 -4.09865 -2.13743
H -7.39396 -0.27165 -0.68243
H -1.07096 -1.93765 -5.16843
H 2.67604 0.12835 5.83857
C 1.93204 -3.93065 -2.25043
H 3.25604 -2.39965 -2.21943
H 4.96504 0.19835 0.48957
H 3.22204 -1.01765 2.02457
H -1.20996 0.97535 0.04657
H 0.30404 -5.07665 -2.25543
O -3.98996 4.18835 0.35257
H -0.12096 -3.48465 1.76657
H 0.82804 3.48035 0.92557
H -6.03996 1.17835 -0.88743
C 0.43904 3.99335 -1.05943
O -1.74396 0.97735 1.59657
H 0.26604 5.81035 -1.63843
C -1.58596 2.07935 2.21457
H -0.61896 -1.95365 5.52057
H 3.48204 1.31735 -2.59043
H -0.10096 2.58035 3.75757
H 3.58604 -3.62065 1.41057
O 5.05004 -1.81365 1.82957
O -2.22296 -1.68165 0.65657
N 0.71804 5.25135 -0.89343
N 2.28104 -2.68665 -2.15643
H 0.12804 -1.70565 0.42457
H -2.90296 -3.73065 -0.82543
H 1.70304 -1.83965 -2.03843
H -4.77996 1.22735 1.13757
C 2.99604 1.65335 4.23357
H -2.14796 0.28935 2.12157
H -2.96596 2.41935 -0.05443
H -4.30396 2.91635 -1.08843
N 3.66704 -1.22065 -4.36643
H 3.94604 -3.09565 -0.10843
H -0.19896 2.06135 -3.16543
H -2.21096 3.15035 -3.12843
C 3.24704 1.50935 2.74857
H -3.21496 4.68135 0.66257
H 0.31604 -2.99565 -4.83943
O -0.17296 -1.21965 3.04857
C -5.30896 0.27935 0.94757
H 4.21204 -2.01065 -4.82143
H 5.53904 -2.32165 1.15357
C -0.38196 -2.48565 3.55957
H 1.37404 5.61435 -0.23643
H 4.58904 -1.06965 -0.59943
N 3.27504 0.59735 -3.30943
C -0.13096 -2.00465 -4.65843
H 3.24804 0.02935 -0.05743
O 2.69504 -4.98165 -2.36843
H 1.77904 2.63035 5.19057
O 5.55504 -0.20165 -3.30543
N -0.67096 1.28335 -3.60543
C -4.43296 -0.00765 -1.32043
C -5.70396 0.21235 -0.58943


Relative stability in hartree, measured from the most stable structure: run a 0.1549; run b 0.0000


Run a
25
Properties=species:S:1:pos:R:3 method="wB97M-V/def2-TZVPD" lumo_energy_ev="0.917 / -0.814" multiplicity=3 homo_lumo_gap_ev="7.68 / 7.65" e_homo_ha="-0.249 / -0.311"
H 0.28295 0.80291 1.10849
H -3.06895 0.18785 -1.46114
H 4.11184 1.13065 -0.94986
C 3.20132 0.13134 0.65868
H -3.17162 -2.26729 -0.07644
H -1.42742 1.61116 1.09523
H 1.99689 1.10297 -2.29842
N -0.15180 -1.67391 0.47272
C -2.20480 0.80619 -1.28229
H -2.88398 -1.06521 1.50249
C 1.03974 -0.90800 0.25853
C -0.53024 1.18470 0.55393
H -2.56078 1.80498 -1.00831
H -2.17749 -2.71406 1.24838
H -1.64407 0.80832 -2.14687
C 2.02721 0.65752 -1.35477
C -1.33515 -1.13510 0.15722
H 3.99226 0.45778 1.43731
H 2.01120 -1.21478 2.04239
C 1.09108 -0.09243 -0.88523
H -0.13357 1.96000 -0.06166
C -2.50559 -1.81805 0.76776
C -1.26055 0.23698 -0.23079
C 3.17799 0.69510 -0.56490
C 2.12355 -0.68964 1.01754


Run b
25
Properties=species:S:1:pos:R:3 method="wB97M-V/def2-TZVPD" lumo_energy_ev="0.819 / -0.684" multiplicity=3 homo_lumo_gap_ev="8.01 / 9.01" e_homo_ha="-0.264 / -0.356"
H 2.60833 2.64130 0.58579
C 0.43713 -1.11540 0.14513
H 2.56716 1.05588 -2.62885
H 1.75241 -0.52616 -2.10596
H -4.73734 -1.88374 0.69874
H -3.88429 0.38149 1.26215
C -3.63976 -1.69114 0.72649
H -0.96554 -3.34364 -0.16331
H 0.59138 0.04826 2.30901
H 0.79068 0.98999 -2.78136
C 1.74780 0.62141 -2.13113
H 1.42595 1.67898 1.83154
C 2.59407 2.23581 -0.44582
C 1.68698 1.07662 -0.64629
H -1.44328 0.84016 0.86970
C -1.83211 -0.14023 0.79963
N -2.94305 -2.69138 0.17953
H 3.62072 1.98555 -0.61821
C -0.94155 -1.24165 0.41878
C -1.59986 -2.46636 0.15205
C -3.18907 -0.39771 1.04745
H 0.96281 -1.89132 -0.21965
C 1.11541 0.70743 1.60950
H 2.18853 2.92693 -1.22303
C 1.08650 0.19895 0.32813


Relative stability in hartree, measured from the most stable structure: run a 0.0899; run b 0.0000


Run a
27
Properties=species:S:1:pos:R:3 method="wB97M-V/def2-TZVPD" lumo_energy_ev="0.651 / 0.652" homo_lumo_gap_ev="7.41 / 7.41" e_homo_ha="-0.248 / -0.248"
H 3.50016 -2.31245 -0.77542
N 1.11703 -1.68348 -0.13605
H -1.06437 -3.01104 0.62395
P 0.32112 1.34015 0.62976
H -2.10397 0.56120 1.20813
C -1.20678 -1.97500 0.29160
H -0.35299 3.61924 0.25587
C -0.16759 -1.20216 -0.06727
H -2.79617 -1.76898 1.60305
H 1.32254 3.52204 0.68559
C 2.03240 0.41948 0.34029
C -0.39946 0.14484 -0.65475
C -2.56042 0.09284 0.40040
H -1.93060 1.59637 -0.96922
N 2.09711 -0.84120 -0.07489
H 4.14263 -0.59119 -0.34859
H -3.49231 0.49621 0.47064
C 3.41493 -1.40236 -0.17945
H 0.83650 3.23771 -0.95165
H 3.54301 -1.84387 0.84593
C -1.89226 0.49546 -0.83355
H -3.28214 -1.79841 -0.15639
H -2.29412 -0.06853 -1.70160
C 0.58037 3.09105 0.06443
H 0.29133 0.11150 -1.54644
C -2.57359 -1.37978 0.48211
H 2.91764 1.15034 0.49353


Run b
27
Properties=species:S:1:pos:R:3 method="wB97M-V/def2-TZVPD" lumo_energy_ev="0.664 / 0.664" homo_lumo_gap_ev="7.56 / 7.56" e_homo_ha="-0.253 / -0.253"
H 3.05349 -2.97786 1.25296
H 3.03049 -0.35227 -0.63612
C -1.33826 -0.93354 1.81474
C 2.65795 -2.73102 0.21872
H 1.10847 2.73847 -1.87494
H 2.78087 2.14837 -1.18609
H -2.95228 2.14401 0.85220
C -0.44394 -1.04254 0.84504
H 2.20761 -3.57416 -0.16866
N 0.55390 -1.90684 0.79919
P 0.97115 0.99627 -0.06210
H -2.57222 0.29129 -1.06114
C -0.50440 0.19707 -0.74703
C -2.60459 -0.04944 1.76718
H -1.71924 1.97417 -0.91971
H 3.32791 -2.37570 -0.49921
H 1.69926 1.17569 -2.27415
C -2.21558 1.25957 0.95775
C -1.85936 0.99642 -0.51760
N 1.65488 -1.65186 0.25407
C 2.06407 -0.48413 -0.18472
H -2.78054 0.21566 2.72680
C 1.69184 1.87844 -1.53320
H -1.27971 1.63146 1.48776
H -1.43810 -1.46560 2.75265
H -0.39141 -0.32284 -1.71433
H -3.43697 -0.59819 1.36223


Relative stability in hartree, measured from the most stable structure: run a 0.0000; run b 0.0479


Run a
11
Properties=species:S:1:pos:R:3 method="wB97M-V/def2-TZVPD" total_charge=+1 lumo_energy_ev=-7.279 homo_lumo_gap_ev=4.92 e_homo_ha=-0.448
H -0.87664 1.57650 1.14181
C -0.19985 -2.22898 -1.32656
H -0.72962 -0.53257 -2.08754
H 0.57659 -2.98169 -1.12150
H 0.08400 2.60523 0.05402
H -1.22835 -2.38597 -1.01658
Br 0.66283 -0.63139 2.37813
H 0.19880 2.69429 1.94845
S 1.40364 0.87158 1.00861
C 0.09816 2.17982 1.02860
O 0.01044 -1.16683 -2.00746


Run b
11
Properties=species:S:1:pos:R:3 method="wB97M-V/def2-TZVPD" total_charge=+1 lumo_energy_ev=-6.831 homo_lumo_gap_ev=7.77 e_homo_ha=-0.537
S 0.64653 0.03252 -0.95861
H -0.55979 2.15965 -0.94743
H -0.25237 -1.93236 1.74810
H -1.15306 -2.58733 0.66089
Br 2.80231 -0.38302 -0.46742
C -1.18441 -1.56646 1.15939
H 1.01421 2.41155 -0.24713
H 0.80253 1.98617 -2.05281
C 0.42443 1.77097 -1.02670
O -0.48337 -0.60403 0.31141
H -2.05701 -1.28765 1.82030


Relative stability in hartree, measured from the most stable structure: run a 0.0000; run b 0.0735